1.
This record from the OMol25 dataset describes one molecule with the formula C25H29N3O5S. The level of theory is ωB97M-V with the def2-TZVPD basis set.

The HOMO-LUMO gap is 0.318 Eh. Its spin multiplicity is 1. Its net charge is 0. For the HOMO energy, the calculation gives -8.4 eV. For the lowest unoccupied orbital energy, the calculation gives 0.23 eV.

Geometry as XYZ:
```
63
C25H29N3O5S, DFT ωB97M-V with the def2-TZVPD basis set
C -2.299 -6.790 4.316
O -1.710 -5.705 3.642
C -0.977 -5.963 2.512
C -0.788 -7.215 1.950
C -0.016 -7.356 0.805
C 0.563 -6.252 0.213
C 0.373 -4.993 0.761
C -0.389 -4.838 1.906
N -0.604 -3.574 2.457
S 0.638 -2.451 2.510
O 0.255 -1.502 3.515
O 1.920 -3.082 2.617
C 0.509 -1.631 0.929
C -0.730 -1.196 0.501
C -0.812 -0.435 -0.651
C 0.345 -0.093 -1.347
C 0.191 0.885 -2.472
O -0.769 0.891 -3.212
N 1.215 1.774 -2.556
C 1.024 3.058 -3.188
C 0.779 4.133 -2.105
C -0.301 3.608 -1.182
C -1.634 3.765 -1.526
C -2.642 3.268 -0.719
C -2.314 2.600 0.446
C -0.989 2.418 0.802
C 0.024 2.910 -0.011
O 1.362 2.731 0.251
C 1.735 2.197 1.501
N 0.366 5.412 -2.672
C 1.221 5.873 -3.747
C 0.280 6.419 -1.632
C 1.580 -0.577 -0.927
C 1.660 -1.353 0.217
H -3.031 -7.304 3.685
H -1.545 -7.506 4.658
H -2.805 -6.360 5.178
H -1.228 -8.091 2.400
H 0.126 -8.339 0.384
H 1.163 -6.362 -0.676
H 0.821 -4.123 0.309
H -1.150 -3.594 3.307
H -1.605 -1.443 1.079
H -1.759 -0.068 -1.016
H 1.872 1.789 -1.788
H 1.911 3.293 -3.781
H 0.150 2.978 -3.838
H 1.717 4.244 -1.524
H -1.864 4.296 -2.435
H -3.675 3.398 -1.002
H -3.089 2.206 1.086
H -0.755 1.879 1.707
H 2.824 2.226 1.518
H 1.345 2.802 2.324
H 1.401 1.162 1.621
H 1.119 5.220 -4.611
H 0.895 6.870 -4.040
H 2.282 5.928 -3.459
H -0.136 7.332 -2.057
H 1.262 6.652 -1.189
H -0.382 6.071 -0.842
H 2.474 -0.354 -1.489
H 2.600 -1.737 0.583
```

Partial atomic charges computed with the Löwdin method, in multiples of e:
1. C -0.080
2. O -0.092
3. C -0.209
4. C -0.023
5. C -0.089
6. C -0.080
7. C -0.021
8. C -0.221
9. N -0.041
10. S 0.664
11. O -0.285
12. O -0.269
13. C -0.300
14. C -0.037
15. C 0.005
16. C -0.116
17. C -0.453
18. O 0.088
19. N 0.078
20. C -0.112
21. C -0.264
22. C -0.135
23. C -0.025
24. C -0.073
25. C -0.082
26. C -0.027
27. C -0.224
28. O -0.109
29. C -0.062
30. N -0.236
31. C -0.099
32. C -0.087
33. C -0.008
34. C -0.056
35. H 0.098
36. H 0.099
37. H 0.095
38. H 0.104
39. H 0.103
40. H 0.104
41. H 0.100
42. H 0.119
43. H 0.120
44. H 0.126
45. H 0.122
46. H 0.119
47. H 0.135
48. H 0.152
49. H 0.124
50. H 0.102
51. H 0.106
52. H 0.110
53. H 0.099
54. H 0.102
55. H 0.082
56. H 0.079
57. H 0.085
58. H 0.093
59. H 0.086
60. H 0.093
61. H 0.084
62. H 0.122
63. H 0.119

---

2.
This record from the OMol25 dataset describes one molecule with the formula C25H29N5O2. The level of theory is ωB97M-V with the def2-TZVPD basis set.

The HOMO-LUMO gap is 0.331 Eh. Its spin multiplicity is 1. Its net charge is 0. For the HOMO energy, the calculation gives -8.3 eV. For the lowest unoccupied orbital energy, the calculation gives 0.72 eV.

Geometry as XYZ:
```
61
C25H29N5O2, DFT ωB97M-V with the def2-TZVPD basis set
O -0.809 -0.425 -2.739
C -1.798 0.080 -2.244
C -2.027 1.586 -2.187
C -1.897 2.133 -0.753
C -3.128 1.786 0.082
O -4.176 1.398 -0.419
N -3.013 2.010 1.399
C -1.708 2.196 1.986
C -0.732 1.291 1.223
N -0.645 1.673 -0.167
C 0.486 2.534 -0.468
C 1.772 1.771 -0.302
C 2.794 2.236 0.513
C 3.967 1.517 0.652
C 4.139 0.307 -0.013
C 5.382 -0.464 0.141
C 6.620 0.174 0.146
C 7.787 -0.553 0.289
C 7.737 -1.929 0.434
C 6.511 -2.574 0.432
C 5.344 -1.849 0.284
C 3.106 -0.159 -0.825
C 1.939 0.564 -0.973
N -2.808 -0.636 -1.722
C -2.816 -2.082 -1.717
C -4.231 -2.615 -1.471
C -4.449 -3.114 -0.037
N -4.077 -2.155 0.969
C -2.985 -2.236 1.787
C -3.036 -1.145 2.601
N -4.131 -0.397 2.299
C -4.729 -1.025 1.322
H -3.026 1.818 -2.561
H -1.284 2.056 -2.830
H -1.913 3.239 -0.806
H -3.744 1.585 1.968
H -1.398 3.244 1.885
H -1.749 1.944 3.045
H -1.107 0.261 1.280
H 0.266 1.320 1.661
H 0.400 2.845 -1.512
H 0.498 3.445 0.159
H 2.674 3.171 1.044
H 4.748 1.887 1.301
H 6.666 1.246 0.016
H 8.740 -0.045 0.285
H 8.649 -2.497 0.547
H 6.466 -3.648 0.548
H 4.390 -2.355 0.298
H 3.231 -1.086 -1.365
H 1.146 0.198 -1.607
H -3.580 -0.137 -1.295
H -2.124 -2.456 -0.951
H -2.431 -2.414 -2.686
H -4.439 -3.450 -2.141
H -4.948 -1.823 -1.695
H -3.851 -4.014 0.130
H -5.505 -3.374 0.095
H -2.287 -3.046 1.730
H -2.365 -0.856 3.386
H -5.628 -0.688 0.847
```

Partial atomic charges computed with the Löwdin method, in multiples of e:
1. O 0.050
2. C -0.490
3. C -0.032
4. C -0.208
5. C -0.439
6. O 0.022
7. N 0.085
8. C -0.139
9. C -0.141
10. N -0.121
11. C -0.137
12. C -0.221
13. C -0.039
14. C -0.029
15. C -0.188
16. C -0.188
17. C -0.037
18. C -0.086
19. C -0.097
20. C -0.086
21. C -0.037
22. C -0.012
23. C -0.004
24. N 0.080
25. C -0.167
26. C -0.143
27. C -0.143
28. N -0.083
29. C -0.072
30. C -0.158
31. N 0.047
32. C -0.167
33. H 0.124
34. H 0.118
35. H 0.166
36. H 0.115
37. H 0.119
38. H 0.121
39. H 0.114
40. H 0.125
41. H 0.130
42. H 0.126
43. H 0.109
44. H 0.111
45. H 0.111
46. H 0.101
47. H 0.099
48. H 0.101
49. H 0.111
50. H 0.115
51. H 0.096
52. H 0.092
53. H 0.119
54. H 0.123
55. H 0.112
56. H 0.115
57. H 0.128
58. H 0.128
59. H 0.116
60. H 0.098
61. H 0.134

---

- Which of these has the lowest lowest unoccupied orbital energy?
  C25H29N3O5S

---

- What is the HOMO-LUMO gap in the first record?
  0.318 Eh

---

- spin multiplicity of number 1 (C25H29N3O5S)?
  1

---

- What is the net charge in the second record?
  0